Formula: C32H34ClNPSiV
Source: the OMol25 dataset
Level of theory: the ωB97M-V functional and the def2-TZVPD basis

Summary:
- energy above the lowest of the compared OMol25 structures with the same formula, charge and spin (eV) = 1.427
- total charge = 0
- 2S+1 = 3

Last column: Löwdin spin population.
Cartesian coordinates (Å):
C (1.28323, -0.07641, 2.25388)  0.00
C (0.03484, 0.27889, 1.64151)  0.02
C (-0.72010, -0.90644, 1.44008)  0.00
H (-0.32416, 1.29018, 1.44951)  0.00
C (0.02579, -2.01043, 1.98668)  0.04
C (1.24805, -1.49109, 2.51651)  0.03
H (1.94201, -2.02762, 3.14284)  0.01
H (2.07599, 0.62105, 2.50566)  0.00
H (-1.68473, -0.91942, 0.93876)  0.00
H (-0.28398, -3.04926, 2.03284)  0.01
V (1.20261, -1.13318, 0.46045)  1.87
Cl (0.01112, -1.24933, -1.58406)  0.03
P (-2.51043, 1.33093, -1.80744)  0.00
C (-3.75243, 0.09934, -1.42932)  0.00
C (-5.02587, 0.57222, -1.04590)  0.00
H (-5.15598, 1.63626, -0.86885)  0.00
C (-6.07882, -0.31897, -0.88299)  0.00
H (-7.07011, 0.05524, -0.64990)  0.00
C (-5.87196, -1.69371, -1.02134)  0.00
H (-6.71068, -2.38819, -0.92927)  0.00
C (-4.58300, -2.18068, -1.26292)  0.00
H (-4.42606, -3.25669, -1.32549)  0.00
C (-3.51508, -1.30200, -1.42063)  0.00
H (-2.48929, -1.66415, -1.51155)  0.00
C (-2.59256, 2.85911, -0.86698)  0.00
C (-2.94875, 2.88042, 0.50866)  0.00
H (-3.03915, 1.94734, 1.06587)  0.00
C (-3.11701, 4.10211, 1.15209)  0.00
H (-3.49115, 4.13394, 2.17024)  0.00
C (-2.80070, 5.30061, 0.50880)  0.00
H (-2.98371, 6.25769, 1.00117)  0.00
C (-2.21736, 5.25777, -0.75801)  0.00
H (-1.87050, 6.17861, -1.21321)  0.00
C (-2.07004, 4.05043, -1.42765)  0.00
H (-1.50845, 4.00001, -2.35680)  0.00
C (-1.91750, 1.36273, -3.49009)  0.00
C (-2.94497, 1.37384, -4.45386)  0.00
H (-3.96585, 1.19491, -4.13033)  0.00
C (-2.63586, 1.60574, -5.78406)  0.00
H (-3.43525, 1.66947, -6.51220)  0.00
C (-1.30987, 1.76074, -6.18995)  0.00
H (-1.08208, 1.98265, -7.23212)  0.00
C (-0.27721, 1.61222, -5.25862)  0.00
H (0.75513, 1.68343, -5.60411)  0.00
C (-0.56186, 1.36942, -3.91407)  0.00
H (0.22660, 1.13533, -3.19350)  0.00
C (1.59436, 2.41708, -0.58163)  0.00
Si (3.12979, 1.31965, -0.54010)  0.00
C (3.96882, 1.48722, -2.19380)  0.00
C (4.19273, 1.89838, 0.86816)  0.00
N (2.85434, -0.38362, -0.17101)  -0.03
C (3.67798, -1.50951, -0.30954)  0.02
C (3.00450, -2.74956, -0.21540)  0.00
C (3.71071, -3.93785, -0.14393)  0.01
C (5.10501, -3.91183, -0.15070)  -0.01
C (5.80146, -2.69887, -0.28077)  0.01
C (5.09395, -1.49328, -0.43256)  0.00
H (1.96794, 3.45061, -0.64839)  0.00
H (0.96667, 2.36584, 0.31849)  0.00
H (0.93481, 2.25903, -1.44468)  0.00
H (4.39509, 2.49706, -2.29742)  0.00
H (4.78609, 0.76683, -2.31423)  0.00
H (3.26520, 1.34014, -3.02417)  0.00
H (3.59261, 2.06496, 1.77127)  0.00
H (4.95861, 1.14952, 1.09803)  0.00
H (4.68380, 2.84167, 0.59210)  0.00
H (1.89878, -2.78007, -0.22769)  0.01
H (3.16397, -4.87248, -0.07293)  0.00
H (5.65177, -4.85572, -0.06254)  0.00
H (6.89577, -2.69495, -0.26148)  0.00
H (5.63395, -0.54963, -0.58318)  0.00

Formula: C32H34ClOsSb
Source: the OMol25 dataset
Level of theory: the ωB97M-V functional and the def2-TZVPD basis

Summary:
- total charge = +2
- calculated total energy (Ha) = -2030.02431
- 2S+1 = 5

Last column: Löwdin spin population.
Cartesian coordinates (Å):
C (-0.06160, -0.32777, -7.28899)  0.57
C (1.31451, 0.18157, -7.26652)  0.09
C (-0.30512, -1.73865, -7.61162)  0.09
C (-1.18264, 0.61949, -7.30071)  0.09
Cl (-0.15739, -0.82915, -3.60379)  0.42
H (-0.32148, -1.91143, -8.70100)  0.03
H (-1.27081, -2.06569, -7.21109)  0.01
H (0.48093, -2.37356, -7.18882)  0.01
H (1.66848, 0.44664, -8.27712)  0.03
H (1.99977, -0.57215, -6.86385)  0.01
H (1.38328, 1.08201, -6.64667)  0.01
H (-1.39893, 0.98361, -8.31931)  0.03
H (-0.95748, 1.49299, -6.67949)  0.01
H (-2.09352, 0.14546, -6.91907)  0.01
C (1.14207, -1.97611, 0.37835)  0.04
C (0.56308, -3.13791, -0.25408)  0.00
C (1.01292, -3.13828, -1.62121)  0.07
H (-0.02315, -3.89778, 0.25380)  0.00
C (1.98822, -2.07718, -1.77456)  0.17
C (2.07724, -1.37710, -0.56150)  0.11
H (2.69563, -0.49212, -0.35986)  0.00
H (1.12632, -1.81409, 1.45783)  0.00
H (0.74351, -3.87716, -2.36645)  0.00
H (2.47408, -1.78897, -2.70620)  0.01
C (-2.16524, -0.31563, -0.15513)  0.03
C (-1.97388, -1.65151, 0.32417)  0.01
C (-2.27055, -2.53824, -0.75902)  -0.01
H (-1.75422, -1.95905, 1.34902)  0.00
C (-2.60995, -1.72568, -1.88399)  0.08
C (-2.57735, -0.36387, -1.49222)  0.05
H (-2.70092, 0.52506, -2.13388)  0.00
H (-2.11105, 0.62588, 0.41537)  0.00
H (-2.26362, -3.62372, -0.69545)  0.00
H (-2.86021, -2.08909, -2.88239)  0.00
Os (-0.53879, -1.54687, -1.09602)  1.02
C (-0.76591, 4.48246, 4.46430)  0.23
C (-0.81222, 4.64682, 3.07249)  0.10
C (-0.37126, 3.63310, 2.24611)  0.04
C (0.12734, 2.50185, 2.88783)  0.24
C (0.13228, 2.26468, 4.25128)  0.14
C (-0.30841, 3.29573, 5.05358)  0.01
Sb (0.40382, 0.98118, 1.48484)  0.01
C (2.41607, 0.62577, 2.15677)  0.01
C (3.53145, 1.14373, 1.47601)  0.00
C (4.78279, 1.06325, 2.09448)  0.00
C (4.91211, 0.49064, 3.35857)  0.00
C (3.78538, -0.02714, 4.02315)  0.00
C (2.53379, 0.02805, 3.39999)  0.00
C (-1.37093, 0.16565, 2.77938)  0.09
C (-1.13387, -0.97667, 3.51679)  0.02
C (-2.10346, -1.41481, 4.41421)  0.02
C (-3.30396, -0.70404, 4.56511)  0.04
C (-3.52353, 0.45505, 3.81446)  0.00
C (-2.54869, 0.89134, 2.91979)  0.04
H (-1.09230, 5.29884, 5.10504)  0.01
H (-1.17596, 5.55159, 2.61149)  0.00
H (-0.43805, 3.67075, 1.15517)  0.00
H (0.41286, 1.29366, 4.67645)  0.00
H (-0.28681, 3.16033, 6.13258)  0.00
H (3.42751, 1.60572, 0.49743)  0.00
H (5.66054, 1.45473, 1.56914)  0.00
H (5.88939, 0.43370, 3.84372)  0.00
H (3.86180, -0.46515, 5.00944)  0.00
H (1.65779, -0.36872, 3.92184)  0.00
H (-0.19932, -1.53450, 3.39902)  0.00
H (-1.92259, -2.31433, 4.99243)  0.00
H (-4.07050, -1.05772, 5.26632)  0.00
H (-4.45121, 1.02226, 3.92078)  0.00
H (-2.72815, 1.80829, 2.36155)  0.00

Formula: C32H34F3N2O2P2STl
Source: the OMol25 dataset
Level of theory: the ωB97M-V functional and the def2-TZVPD basis

Summary:
- energy above the lowest of the compared OMol25 structures with the same formula, charge and spin (eV) = 0.397
- total charge = 0

Last column: Löwdin charge in e.
Cartesian coordinates (Å):
Tl (-1.41117, -1.76998, -1.87728)  0.82
C (1.82143, 1.48540, 0.89688)  -0.28
C (2.06981, 0.32391, -0.16687)  -0.32
P (2.32985, -1.42838, 0.45341)  1.03
C (4.13337, -1.57425, 0.72510)  -0.37
C (4.59615, -1.12709, 1.96845)  -0.11
C (5.97941, -1.12614, 2.19097)  -0.08
C (6.86948, -1.47545, 1.14796)  -0.10
C (6.38705, -1.91814, -0.09005)  -0.08
C (4.99436, -1.99421, -0.29068)  -0.09
C (2.20371, -2.31944, -1.10780)  -0.47
C (1.57710, -3.58499, -1.06049)  -0.11
C (1.18307, -4.27276, -2.24864)  -0.13
C (1.49117, -3.74503, -3.44978)  -0.12
C (2.20592, -2.54599, -3.50860)  -0.03
C (2.54783, -1.81951, -2.31388)  -0.11
C (0.39475, 1.71693, 1.32916)  -0.35
P (-0.31822, 0.06213, 1.88621)  1.04
C (0.45709, -0.18072, 3.50379)  -0.43
C (0.99848, 0.84772, 4.23846)  -0.15
C (1.42666, 0.66612, 5.50059)  -0.10
C (1.17783, -0.55350, 6.17068)  -0.07
C (0.68397, -1.63295, 5.39911)  -0.10
C (0.33857, -1.48204, 4.07656)  -0.11
C (-1.90851, 0.86713, 2.45053)  -0.36
C (-2.67168, 1.55122, 1.50927)  -0.10
C (-3.85119, 2.23256, 1.86186)  -0.07
C (-4.39718, 2.10420, 3.15277)  -0.10
C (-3.68928, 1.38635, 4.08608)  -0.09
C (-2.42775, 0.80779, 3.76450)  -0.06
H (2.29473, 2.42492, 0.61902)  0.10
H (2.43904, 1.35663, 1.77520)  0.08
H (2.92620, 0.58642, -0.81064)  0.08
H (1.22824, 0.24831, -0.88259)  0.06
H (3.88147, -0.99541, 2.75344)  0.08
H (6.37397, -0.90103, 3.18956)  0.10
H (7.93282, -1.41294, 1.35473)  0.09
H (7.11356, -2.19354, -0.91559)  0.12
H (4.65193, -2.22488, -1.29493)  0.09
H (1.41795, -3.97978, -0.04523)  0.10
H (0.67013, -5.19522, -2.09734)  0.10
H (1.25645, -4.34396, -4.37839)  0.13
H (2.37922, -2.21907, -4.47752)  0.08
H (3.06391, -0.91804, -2.42576)  0.09
H (-0.21874, 2.06288, 0.50912)  0.06
H (0.26559, 2.41929, 2.14104)  0.07
H (1.01868, 1.89268, 3.83882)  0.12
H (1.91999, 1.55140, 6.02039)  0.13
H (1.31199, -0.69598, 7.25135)  0.10
H (0.59677, -2.68430, 5.82556)  0.12
H (-0.04406, -2.28507, 3.43576)  0.10
H (-2.24853, 1.66468, 0.52767)  0.08
H (-4.42015, 2.74821, 1.13203)  0.08
H (-5.27459, 2.63680, 3.45554)  0.09
H (-3.98734, 1.32910, 5.09365)  0.08
H (-1.82611, 0.39138, 4.56262)  0.09
C (-3.76802, 2.92038, -3.80796)  -0.05
N (-3.73881, 1.66898, -3.04103)  -0.02
C (-4.60218, 0.64528, -3.20647)  -0.83
S (-4.27080, -0.92348, -2.71709)  0.53
N (-5.78277, 0.96994, -3.80080)  -0.06
C (-6.85597, 0.05333, -4.10276)  -0.12
H (-2.74524, 3.30765, -3.98071)  0.09
H (-4.43582, 3.74111, -3.41345)  0.10
H (-4.17947, 2.63978, -4.73881)  0.06
H (-2.84810, 1.47121, -2.62863)  0.05
H (-6.07314, 1.91770, -3.80761)  0.11
H (-7.13697, -0.56694, -3.21261)  0.08
H (-6.49730, -0.72903, -4.79222)  0.08
H (-7.69677, 0.54211, -4.57025)  0.08
F (-0.37041, 3.13453, -4.01685)  0.12
C (0.45047, 2.08056, -3.82822)  -0.58
F (0.88721, 1.70736, -4.99680)  0.19
F (1.45813, 2.50119, -3.07884)  0.16
C (-0.39420, 0.96879, -3.05803)  -0.63
O (-1.04484, 1.38314, -2.09445)  -0.05
O (-0.27024, -0.19794, -3.46220)  -0.16

Which value of total charge does entry 1 give? 0

total charge of number 1 (C32H34ClNPSiV)? 0

Among the records above, which one has the highest total charge? C32H34ClOsSb